1.
The following is a quantum chemistry calculation of 2 unconnected molecules or ions with the total composition C12H24N, from OMol25.

HOMO-LUMO gap (alpha / beta) in eV: 5.95 / 6.02
Energy above the lowest of the compared OMol25 structures with the same formula, charge and spin in eV: 6.6412
Total charge: +1
Largest force on an atom in eV/Å: 5.15
HOMO level (alpha / beta) in hartree: -0.39236 / -0.39374

Structure (XYZ):
```
37
C12H24N, DFT wB97M-V/def2-TZVPD
C -1.243 1.199 -1.602
C 1.324 0.118 -0.201
C -3.377 -0.268 0.793
C 3.769 0.410 1.872
C 0.339 -2.189 -0.821
C -3.562 2.169 -1.416
C -0.181 1.165 -2.452
C 1.099 -1.380 1.850
C -2.568 1.067 0.675
C 3.398 -0.777 0.924
C 1.452 -1.278 -0.674
C -2.348 1.379 -0.906
N 1.937 -0.868 0.714
H -4.542 -0.045 0.826
H -2.998 -0.891 -0.007
H -3.064 -0.700 1.785
H 4.920 0.383 2.012
H 3.358 1.465 1.681
H 3.337 0.261 2.822
H -0.031 -2.463 0.152
H -0.460 -1.835 -1.369
H 0.640 -3.236 -1.234
H -4.573 1.971 -0.912
H -3.324 3.196 -1.402
H -3.596 1.855 -2.464
H 0.575 1.883 -2.296
H 0.277 0.172 -2.675
H -0.695 1.429 -3.556
H 1.025 -2.433 1.785
H 1.741 -1.079 2.653
H 0.098 -0.867 1.796
H -3.041 1.961 1.136
H -1.576 0.989 1.087
H 3.707 -1.716 1.492
H 3.891 -0.548 -0.081
H 2.115 0.953 -0.557
H 2.177 -1.457 -1.428
```

***

2.
The following is a quantum chemistry calculation of a single C12H24N4O5S2 molecule, from OMol25.

HOMO-LUMO gap in eV: 10.35
Energy above the lowest of the compared OMol25 structures with the same formula, charge and spin in eV: 0.0907
Largest force on an atom in eV/Å: 1.15
HOMO level in hartree: -0.36597

Structure (XYZ):
```
47
C12H24N4O5S2, DFT wB97M-V/def2-TZVPD
C -4.392 2.370 0.809
C -3.253 1.559 0.199
C -1.905 2.277 0.259
C -1.440 2.566 1.674
S -1.272 1.068 2.678
O -2.547 0.564 3.095
O -0.296 1.327 3.698
N -0.625 -0.043 1.587
C 0.822 -0.093 1.510
N 1.089 -1.205 0.633
S 1.142 -0.749 -1.017
O 0.661 0.595 -1.160
O 0.505 -1.776 -1.784
C 2.937 -0.805 -1.295
C 3.223 -1.035 -2.768
C 2.758 0.140 -3.626
C 2.998 -0.124 -5.107
C 0.074 -2.207 0.955
N 0.485 -3.094 1.996
C -0.122 -2.821 3.207
O 0.178 -3.290 4.270
N -1.181 -1.997 2.921
C -1.095 -1.418 1.614
H -4.402 3.384 0.414
H -5.347 1.904 0.578
H -4.295 2.409 1.891
H -3.176 0.609 0.725
H -3.477 1.351 -0.849
H -1.982 3.229 -0.273
H -1.151 1.672 -0.248
H -0.454 3.020 1.695
H -2.140 3.194 2.220
H 1.208 0.830 1.081
H 1.274 -0.268 2.497
H 3.328 0.143 -0.937
H 3.288 -1.622 -0.674
H 2.695 -1.938 -3.079
H 4.295 -1.197 -2.909
H 1.695 0.304 -3.446
H 3.292 1.044 -3.324
H 2.450 -1.006 -5.429
H 4.056 -0.286 -5.302
H 2.666 0.722 -5.703
H -0.183 -2.735 0.034
H 1.372 -3.565 1.964
H -1.708 -1.527 3.641
H -2.050 -1.479 1.085
```

***

3.
The following is a quantum chemistry calculation of a single C12H24N4S molecule, from OMol25.

HOMO-LUMO gap in eV: 8.97
Energy above the lowest of the compared OMol25 structures with the same formula, charge and spin in eV: 10.3731
Largest force on an atom in eV/Å: 15.51
HOMO level in hartree: -0.31399

Structure (XYZ):
```
41
C12H24N4S, DFT wB97M-V/def2-TZVPD
C 0.603 2.169 -6.296
C -0.498 1.020 -6.294
C -0.256 -0.185 -5.250
C -0.532 0.390 -3.924
C -0.724 -0.666 -2.949
C 0.850 -1.387 -2.884
C 0.970 -2.355 -1.795
C 1.414 -2.100 -0.426
C 0.759 -0.908 0.219
C -0.547 -1.168 0.877
S -1.549 0.378 1.547
C -0.442 0.364 3.040
N 0.342 -0.390 3.393
N 0.939 0.235 4.531
C 0.043 1.412 4.894
N 0.077 1.834 6.141
N -0.737 1.511 3.841
H 0.401 2.818 -7.165
H 0.562 2.569 -5.509
H 1.660 1.881 -6.349
H -1.657 1.344 -6.295
H -0.173 0.638 -7.449
H 0.741 -0.413 -5.557
H -0.837 -1.101 -5.578
H 0.313 1.047 -3.655
H -1.520 0.997 -3.962
H -1.281 -1.634 -3.251
H -0.954 -0.398 -2.033
H 1.157 -1.909 -3.851
H 1.663 -0.675 -2.615
H -0.226 -2.688 -1.487
H 1.442 -3.563 -1.986
H 2.383 -1.997 -0.627
H 1.560 -2.887 0.388
H 1.561 -0.593 1.093
H 0.913 -0.016 -0.500
H -0.344 -2.125 1.595
H -1.258 -1.715 -0.025
H 1.729 -0.317 5.040
H 1.122 1.996 6.463
H -0.494 2.789 5.943
```

***

4.
The following is a quantum chemistry calculation of 6 unconnected molecules or ions with the total composition C12H24N5O13P, from OMol25.

HOMO-LUMO gap in eV: 7.94
Largest force on an atom in eV/Å: 1.83
HOMO level in hartree: -0.31541

Structure (XYZ):
```
55
C12H24N5O13P, DFT wB97M-V/def2-TZVPD
C 1.491 1.525 1.292
C 2.361 2.635 0.851
C 1.974 3.816 0.366
P 0.315 4.475 0.024
C -0.534 4.815 1.622
C -0.545 3.060 -0.810
C 3.254 4.559 0.090
O 3.444 5.749 0.011
O 4.256 3.600 -0.003
C 3.859 2.599 0.868
O 4.590 1.911 1.524
H 0.553 1.916 1.654
H 1.967 0.998 2.109
H 1.293 0.839 0.483
H -1.572 4.543 1.489
H -0.144 4.286 2.482
H -0.496 5.875 1.804
H -0.779 3.410 -1.799
H 0.135 2.230 -0.932
H -1.429 2.741 -0.279
C 1.228 6.503 -3.186
N 0.375 5.485 -3.859
O -0.715 5.258 -3.379
O 0.831 4.945 -4.841
H 0.691 6.885 -2.328
H 2.146 6.009 -2.882
H 1.431 7.284 -3.913
C 2.411 -2.594 1.802
N 1.096 -1.896 1.800
O 0.516 -1.769 2.857
O 0.683 -1.489 0.737
H 2.641 -2.885 2.819
H 2.323 -3.458 1.153
H 3.149 -1.898 1.416
C -2.531 -3.069 1.023
N -2.022 -4.196 0.201
O -2.196 -4.146 -0.998
O -1.464 -5.100 0.783
H -3.001 -2.350 0.364
H -3.245 -3.474 1.727
H -1.682 -2.626 1.538
C -4.699 -7.393 1.560
N -5.101 -6.034 2.014
O -4.725 -5.088 1.353
O -5.774 -5.962 3.013
H -4.102 -7.291 0.662
H -4.127 -7.845 2.364
H -5.609 -7.953 1.370
C 0.672 -3.111 -2.973
N 1.575 -2.356 -2.065
O 2.087 -2.963 -1.151
O 1.737 -1.180 -2.295
H 0.628 -4.137 -2.631
H -0.307 -2.643 -2.926
H 1.087 -3.047 -3.974
```

***

5.
The following is a quantum chemistry calculation of a molecular structure, C12H24N6O2ReSbSe4, from OMol25.

⟨S²⟩: 3.790
HOMO-LUMO gap (alpha / beta) in eV: 6.58 / 5.91
Energy above the lowest of the compared OMol25 structures with the same formula, charge and spin in eV: 0.0000
Total charge: +1
Largest force on an atom in eV/Å: 0.25
2S+1: 4
HOMO level (alpha / beta) in hartree: -0.36807 / -0.37032

Structure (XYZ):
```
50
C12H24N6O2ReSbSe4, DFT wB97M-V/def2-TZVPD
Re 0.282 -0.072 0.443
Se 0.569 -4.815 2.090
Sb 0.443 -2.609 2.923
Se -1.425 -1.295 1.506
Se 2.136 -1.094 1.607
Se 0.223 -1.813 5.130
C -0.732 -3.305 -1.260
N 0.702 -3.173 -1.438
C 1.548 -4.352 -1.639
C 2.795 -3.759 -2.307
N 2.612 -2.312 -2.125
C 3.734 -1.395 -2.118
C 1.395 -2.063 -1.637
N 0.863 -0.844 -1.347
C 1.855 1.237 -1.806
C 0.090 2.493 -0.564
N -0.698 1.795 0.418
C -1.655 2.399 1.138
N -1.806 2.256 2.450
C -0.916 1.608 3.397
C -3.062 2.871 2.887
C -3.418 3.774 1.699
N -2.585 3.217 0.628
C -2.903 3.359 -0.779
H -1.114 -3.985 -2.023
H -1.203 -2.334 -1.370
H -0.951 -3.708 -0.272
H 1.030 -5.064 -2.279
H 1.755 -4.819 -0.677
H 2.868 -4.002 -3.367
H 3.711 -4.074 -1.810
H 4.647 -1.976 -2.217
H 3.783 -0.865 -1.165
H 3.682 -0.690 -2.947
H 1.788 2.030 -2.550
H 2.882 0.988 -1.559
H -0.329 2.479 -1.574
H 0.363 3.507 -0.269
H 0.061 1.449 2.943
H -1.306 0.645 3.726
H -0.792 2.264 4.259
H -2.910 3.428 3.808
H -3.811 2.096 3.065
H -3.155 4.818 1.877
H -4.469 3.719 1.426
H -3.984 3.414 -0.892
H -2.551 2.485 -1.324
H -2.464 4.262 -1.208
O 1.291 1.664 -0.563
O 1.133 0.160 -2.335
```

***

6.
The following is a quantum chemistry calculation of a molecular structure, C12H24O10S2, from OMol25.

HOMO-LUMO gap in eV: 10.04
Energy above the lowest of the compared OMol25 structures with the same formula, charge and spin in eV: 0.0000
Largest force on an atom in eV/Å: 1.16
HOMO level in hartree: -0.35476

Structure (XYZ):
```
48
C12H24O10S2, DFT wB97M-V/def2-TZVPD
C -12.040 9.069 27.834
C -11.402 7.910 27.037
C -10.238 7.465 27.912
O -10.631 7.789 29.233
C -11.271 9.071 29.172
H -13.101 8.903 28.001
H -11.881 10.010 27.312
H -11.147 8.256 26.034
H -12.100 7.095 26.835
H -9.306 7.979 27.644
H -10.042 6.395 27.893
H -10.475 9.815 29.223
H -11.944 9.129 30.024
C -13.919 4.550 32.366
C -14.089 5.272 31.034
C -13.867 6.748 31.410
O -13.270 6.742 32.722
C -12.843 5.416 33.020
H -13.630 3.501 32.298
H -14.806 4.609 32.998
H -15.068 5.128 30.576
H -13.354 4.905 30.316
H -14.822 7.252 31.549
H -13.217 7.256 30.698
H -12.861 5.320 34.107
H -11.823 5.222 32.671
C -9.925 9.134 32.278
C -10.953 9.138 33.396
O -11.914 10.129 32.949
S -11.065 11.357 32.404
O -10.507 12.024 33.522
O -11.791 12.042 31.411
O -9.963 10.444 31.702
H -10.166 8.458 31.456
H -8.939 8.833 32.630
H -10.534 9.576 34.304
H -11.470 8.200 33.556
C -8.373 3.495 25.959
C -8.177 3.487 24.441
O -7.940 4.862 24.111
S -9.006 5.683 24.947
O -10.306 5.452 24.434
O -8.530 6.995 25.143
O -8.816 4.820 26.283
H -7.472 3.291 26.537
H -9.123 2.764 26.263
H -9.097 3.166 23.947
H -7.369 2.862 24.077
```

***

7.
The following is a quantum chemistry calculation of 4 unconnected molecules or ions with the total composition C12H24O12, from OMol25.

HOMO-LUMO gap in eV: 11.10
Energy above the lowest of the compared OMol25 structures with the same formula, charge and spin in eV: 1.9895
Largest force on an atom in eV/Å: 3.95
HOMO level in hartree: -0.38803

Structure (XYZ):
```
48
C12H24O12, DFT wB97M-V/def2-TZVPD
C 19.660 -26.114 -32.790
O 20.233 -27.082 -31.946
C 20.547 -26.809 -30.638
O 21.353 -27.512 -30.024
O 19.875 -25.719 -30.169
C 20.142 -25.318 -28.827
H 19.681 -26.511 -33.805
H 20.144 -25.143 -32.685
H 18.594 -26.054 -32.573
H 20.152 -26.165 -28.141
H 19.468 -24.566 -28.417
H 21.148 -24.916 -28.941
C 21.785 -20.566 -30.964
O 22.460 -21.544 -30.143
C 22.872 -22.674 -30.641
O 22.972 -22.972 -31.842
O 23.281 -23.507 -29.659
C 23.927 -24.677 -30.000
H 22.087 -20.581 -32.011
H 21.850 -19.516 -30.679
H 20.730 -20.826 -30.877
H 23.933 -25.390 -29.176
H 24.913 -24.405 -30.378
H 23.348 -25.240 -30.732
C 23.208 -29.302 -27.611
O 24.243 -30.337 -27.606
C 24.107 -31.425 -26.805
O 23.061 -31.781 -26.278
O 25.300 -32.074 -26.685
C 25.516 -33.260 -26.052
H 23.416 -28.543 -28.365
H 23.165 -28.785 -26.652
H 22.230 -29.758 -27.767
H 24.702 -33.984 -26.060
H 25.775 -33.199 -24.995
H 26.343 -33.724 -26.589
C 17.935 -22.317 -31.826
O 17.471 -22.841 -30.545
C 16.960 -24.115 -30.457
O 16.629 -24.811 -31.431
O 16.968 -24.384 -29.125
C 16.671 -25.723 -28.691
H 17.227 -22.097 -32.624
H 18.794 -22.923 -32.116
H 18.366 -21.345 -31.586
H 16.614 -25.780 -27.604
H 17.536 -26.332 -28.954
H 15.818 -26.166 -29.204
```

***

8.
The following is a quantum chemistry calculation of a molecular structure, C12H24O13RbS, from OMol25.

HOMO-LUMO gap in eV: 5.66
Energy above the lowest of the compared OMol25 structures with the same formula, charge and spin in eV: 12.7933
Total charge: -1
Largest force on an atom in eV/Å: 15.72
HOMO level in hartree: -0.13456

Structure (XYZ):
```
51
C12H24O13RbS, DFT wB97M-V/def2-TZVPD
Rb -0.094 -0.186 -0.282
S -0.638 0.998 -2.568
O -1.589 -0.125 -2.375
O -0.615 1.364 -4.010
O -1.141 2.152 -1.824
O 0.678 0.720 -2.013
C -4.238 -2.793 -0.560
C -4.075 -2.256 0.810
O -4.027 -0.860 0.893
C -2.911 -0.197 0.674
O -1.859 -0.687 0.226
O -3.212 1.155 0.717
C -2.703 2.024 -0.261
H -5.215 -2.624 -1.014
H -4.080 -3.859 -0.723
H -3.455 -2.263 -1.102
H -3.131 -2.657 1.179
H -4.896 -2.602 1.439
H -3.245 2.103 -1.203
H -1.706 1.756 -0.610
H -2.487 3.015 0.139
C 3.342 -0.613 -2.037
C 3.537 -0.494 -0.524
O 3.510 -1.694 0.187
C 2.357 -2.246 0.405
O 1.273 -1.858 0.015
O 2.563 -3.451 1.055
C 1.488 -4.182 1.626
H 3.912 -1.431 -2.478
H 3.539 0.261 -2.659
H 2.293 -0.818 -2.255
H 2.903 0.236 -0.022
H 4.537 -0.138 -0.275
H 0.623 -3.527 1.530
H 1.756 -4.191 2.683
H 1.315 -5.206 1.297
C -1.509 3.011 1.847
C -0.332 2.126 1.742
O 0.612 2.497 0.726
C 1.801 1.941 0.500
O 2.107 0.794 0.946
O 2.577 2.777 -0.057
C 3.901 2.392 -0.390
H -2.051 2.650 2.721
H -2.124 3.338 1.008
H -1.209 3.911 2.384
H -0.805 1.171 1.513
H 0.093 1.874 2.714
H 4.272 1.511 0.131
H 4.561 3.253 -0.496
H 3.799 1.930 -1.372
```

***

9.
The following is a quantum chemistry calculation of 4 unconnected molecules or ions with the total composition C12H24O4, from OMol25.

HOMO-LUMO gap in eV: 9.82
Energy above the lowest of the compared OMol25 structures with the same formula, charge and spin in eV: 0.2978
Largest force on an atom in eV/Å: 0.93
HOMO level in hartree: -0.34191

Structure (XYZ):
```
40
C12H24O4, DFT wB97M-V/def2-TZVPD
C -1.251 -0.592 2.626
C -1.961 -0.005 3.833
C -3.413 -0.338 4.040
O -1.359 0.664 4.639
H -1.887 -1.320 2.120
H -0.319 -1.061 2.921
H -1.110 0.222 1.909
H -3.595 -0.390 5.111
H -3.636 -1.324 3.628
H -4.050 0.395 3.550
C 0.238 -2.423 -4.435
C -0.754 -3.139 -5.323
C -0.755 -2.786 -6.799
O -1.507 -3.963 -4.873
H -0.244 -1.513 -4.062
H 1.131 -2.120 -4.982
H 0.508 -3.034 -3.578
H -0.281 -3.601 -7.347
H -0.224 -1.853 -6.982
H -1.775 -2.688 -7.165
C 2.056 -0.176 1.113
C 1.864 0.042 -0.371
C 2.735 -0.724 -1.327
O 0.998 0.771 -0.788
H 1.124 -0.018 1.646
H 2.739 0.591 1.496
H 2.481 -1.155 1.325
H 3.554 -1.257 -0.839
H 3.154 -0.045 -2.069
H 2.174 -1.488 -1.868
C 1.146 3.316 3.290
C -0.166 3.640 2.612
C -0.211 3.483 1.118
O -1.130 4.012 3.239
H 1.509 2.352 2.926
H 0.983 3.208 4.360
H 1.884 4.096 3.105
H 0.549 4.090 0.625
H -1.213 3.684 0.745
H 0.013 2.448 0.830
```

***

10.
The following is a quantum chemistry calculation of 8 unconnected molecules or ions with the total composition C12H24O6, from OMol25.

HOMO-LUMO gap in eV: 9.45
Energy above the lowest of the compared OMol25 structures with the same formula, charge and spin in eV: 0.0000
Largest force on an atom in eV/Å: 2.45
HOMO level in hartree: -0.33000

Structure (XYZ):
```
42
C12H24O6, DFT wB97M-V/def2-TZVPD
C 3.424 2.568 -0.673
C 2.319 2.004 -0.066
C 2.431 1.032 0.907
C 3.688 0.539 1.233
C 4.814 1.111 0.628
C 4.717 2.134 -0.266
H 3.285 3.289 -1.469
H 1.330 2.230 -0.456
H 1.602 0.569 1.465
H 3.816 -0.370 1.765
H 5.813 0.738 0.847
H 5.581 2.564 -0.800
C -0.266 -4.867 1.504
C 0.332 -3.628 1.504
C -0.370 -2.436 1.252
C -1.719 -2.571 0.943
C -2.329 -3.812 1.001
C -1.630 -4.972 1.282
H 0.335 -5.789 1.636
H 1.403 -3.625 1.693
H 0.072 -1.433 1.305
H -2.337 -1.700 0.627
H -3.385 -3.939 0.804
H -2.137 -5.921 1.299
O -0.323 1.909 -2.128
H -0.008 1.477 -2.940
H -1.121 2.388 -2.418
O -1.891 3.188 1.066
H -1.369 3.810 1.575
H -1.326 2.401 0.858
O -3.954 0.424 -0.072
H -4.809 0.461 0.397
H -4.044 1.133 -0.732
O -2.821 3.276 -1.681
H -3.342 4.013 -2.012
H -2.540 3.566 -0.773
O -0.182 -0.934 -2.958
H 0.116 -1.046 -2.059
H 0.058 -1.778 -3.377
O -0.831 0.803 0.017
H -0.922 1.091 -0.927
H -1.478 0.102 0.199
```